1.
{
  "formula": "C31H19Cl5N3O3PV",
  "method": "the ωB97M-V functional and the def2-TZVPD basis",
  "symbols": ["V", "N", "P", "C", "C", "C", "C", "C", "C", "C", "C", "C", "C", "C", "C", "C", "C", "C", "C", "C", "N", "H", "H", "H", "H", "H", "H", "H", "H", "H", "H", "H", "H", "H", "H", "H", "Cl", "C", "C", "Cl", "C", "Cl", "C", "O", "C", "Cl", "C", "Cl", "O", "C", "N", "C", "O", "C", "C", "C", "C", "C", "C", "H", "H", "H", "H"],
  "positions_angstrom": [[-0.158497, -0.319520, 0.428086], [2.261331, -1.569782, -1.145654], [1.994430, 0.074046, -0.757041], [3.582268, 0.606946, -0.072744], [4.089916, 1.882258, -0.313749], [5.268280, 2.284813, 0.296293], [5.941128, 1.421955, 1.149597], [5.435650, 0.153295, 1.398617], [4.257268, -0.252597, 0.793581], [1.822121, 0.909299, -2.344896], [0.570586, 1.402221, -2.707999], [0.395675, 2.013219, -3.941074], [1.466420, 2.125442, -4.814933], [2.716118, 1.630708, -4.460975], [2.897266, 1.027836, -3.228157], [1.672649, -2.578206, -0.428566], [1.952487, -3.919739, -0.712854], [1.403248, -4.893173, 0.084181], [0.586732, -4.534666, 1.160208], [0.322376, -3.206663, 1.353116], [0.835295, -2.229231, 0.566254], [2.918918, -1.845917, -1.859749], [3.566693, 2.563152, -0.972297], [5.660564, 3.274282, 0.103345], [6.861026, 1.738751, 1.622535], [5.959011, -0.518972, 2.065084], [3.866939, -1.243793, 0.994169], [-0.271871, 1.305103, -2.034063], [-0.576365, 2.398927, -4.217764], [1.329725, 2.602221, -5.776469], [3.549451, 1.722169, -5.144567], [3.878236, 0.662505, -2.947049], [2.597368, -4.165774, -1.544801], [1.610767, -5.935640, -0.118021], [0.162766, -5.274618, 1.821856], [-0.320925, -2.875118, 2.156505], [-1.931077, 7.031227, 0.449754], [-1.518969, 5.370018, 0.509629], [-0.312594, 4.971141, 1.084263], [0.768334, 6.131735, 1.731176], [0.017414, 3.621638, 1.133061], [1.488882, 3.075798, 1.830247], [-0.851321, 2.667606, 0.612437], [-0.533673, 1.370398, 0.653880], [-2.053655, 3.068518, 0.032016], [-3.077573, 1.859336, -0.635934], [-2.389314, 4.416203, -0.019606], [-3.868330, 4.894513, -0.738202], [-1.062117, -1.178869, -1.187497], [-2.003848, -1.592380, -0.441768], [-1.858910, -1.259757, 0.840519], [-2.927126, -1.771651, 1.599251], [-3.048205, -1.686130, 2.786458], [-3.829426, -2.457626, 0.598439], [-5.028727, -3.104698, 0.772474], [-5.628918, -3.663926, -0.358060], [-5.036415, -3.572762, -1.611268], [-3.818426, -2.916829, -1.784528], [-3.237096, -2.365311, -0.663412], [-5.486726, -3.174191, 1.750042], [-6.574864, -4.178956, -0.257537], [-5.529954, -4.016393, -2.465176], [-3.354322, -2.838823, -2.758487]],
  "forces_ev_per_angstrom": [[0.8, 0.5, -0.1], [-0.1, 0.0, 0.0], [-0.2, -0.1, -0.1], [0.0, 0.0, 0.0], [0.0, 0.0, 0.0], [0.0, 0.0, 0.0], [0.0, 0.0, 0.0], [0.0, 0.0, 0.0], [0.0, 0.0, 0.0], [0.0, 0.0, 0.0], [0.0, 0.0, 0.0], [0.0, 0.0, 0.0], [0.0, 0.0, 0.0], [0.0, 0.0, 0.0], [0.0, 0.0, 0.0], [0.1, 0.1, 0.1], [0.0, 0.0, 0.1], [0.0, 0.0, 0.0], [0.0, 0.0, 0.0], [0.0, 0.0, 0.0], [0.0, 0.0, 0.0], [0.0, 0.0, 0.0], [0.0, 0.0, 0.0], [0.0, 0.0, 0.0], [0.0, 0.0, 0.0], [0.0, 0.0, 0.0], [0.0, 0.0, 0.0], [0.0, 0.0, 0.0], [0.0, 0.0, 0.0], [0.0, 0.0, 0.0], [0.0, 0.0, 0.0], [0.0, 0.0, 0.0], [0.0, 0.0, 0.0], [0.0, 0.0, 0.0], [0.0, 0.0, 0.0], [0.0, 0.0, 0.0], [0.0, 0.0, 0.0], [0.0, 0.0, 0.0], [0.0, 0.0, 0.0], [0.0, 0.0, 0.0], [0.0, -0.1, 0.0], [0.1, 0.0, 0.0], [0.0, 0.1, -0.1], [0.0, -0.2, -0.1], [0.1, -0.1, 0.0], [0.0, 0.0, 0.0], [0.0, 0.0, 0.0], [0.0, 0.0, 0.0], [-0.3, 0.0, -0.3], [0.1, 0.3, 0.1], [-0.4, -0.2, 0.5], [-0.1, -0.2, -0.2], [0.0, 0.0, 0.0], [0.1, 0.0, -0.1], [-0.1, 0.0, 0.0], [0.0, 0.0, 0.0], [0.0, 0.0, 0.0], [0.0, 0.0, -0.1], [0.0, 0.0, 0.0], [0.0, 0.0, 0.0], [0.0, 0.0, 0.0], [0.0, 0.0, 0.0], [0.0, 0.0, 0.0]],
  "nbo_charge": [1.221, -0.873, 1.165, -0.425, -0.124, -0.219, -0.175, -0.201, -0.186, -0.417, -0.103, -0.222, -0.170, -0.192, -0.195, 0.450, -0.287, -0.092, -0.290, 0.094, -0.578, 0.425, 0.220, 0.229, 0.229, 0.228, 0.214, 0.211, 0.230, 0.230, 0.229, 0.223, 0.235, 0.239, 0.247, 0.226, 0.093, -0.085, -0.061, 0.089, -0.115, 0.071, 0.319, -0.634, -0.110, 0.067, -0.071, 0.090, -0.632, 0.669, -0.707, 0.686, -0.498, -0.126, -0.156, -0.168, -0.193, -0.162, -0.097, 0.244, 0.232, 0.232, 0.234],
  "multiplicity": 1,
  "de_lowest_kcal_mol": 0.0,
  "max_force_ev_per_a": 0.9,
  "e_lumo_ev": [-3.5, -3.5],
  "total_energy_ha": -5168.95032,
  "homo_ev": [-11.31, -11.30],
  "charge": 1
}

=====

2.
{
  "formula": "C31H20Cl4GdN5O6",
  "method": "the ωB97M-V functional and the def2-TZVPD basis",
  "symbols": ["Gd", "C", "C", "C", "C", "C", "C", "H", "H", "H", "H", "H", "H", "C", "O", "C", "C", "C", "C", "C", "C", "N", "N", "C", "O", "C", "C", "C", "C", "C", "C", "C", "O", "H", "H", "H", "H", "H", "H", "H", "H", "H", "H", "H", "H", "Cl", "C", "C", "Cl", "C", "Cl", "C", "O", "C", "O", "C", "Cl", "N", "C", "O", "C", "C", "N", "C", "N", "H", "H"],
  "positions_angstrom": [[-0.060282, 0.145559, -0.169293], [0.980711, 4.301400, 1.154549], [-0.197639, 3.923867, 1.778883], [-1.269115, 3.469572, 1.023766], [-1.162121, 3.392686, -0.359971], [0.015239, 3.790175, -0.983592], [1.087912, 4.238119, -0.226519], [1.823044, 4.639523, 1.745685], [-0.269705, 3.966767, 2.858620], [-2.193656, 3.189791, 1.514675], [-2.008876, 3.086123, -0.956856], [0.086994, 3.746732, -2.062736], [2.010142, 4.527643, -0.714644], [-1.028091, -2.229014, -3.922642], [0.179893, -2.966521, -4.059118], [0.824126, -3.385813, -2.916429], [1.484484, -4.589903, -3.018393], [2.181099, -5.126980, -1.935092], [2.176376, -4.446869, -0.741180], [1.554931, -3.197010, -0.609092], [1.597945, -2.572853, 0.697926], [1.323411, -1.347941, 0.957511], [1.385084, -1.004178, 2.309308], [0.782500, 0.119428, 2.606911], [0.185998, 0.934076, 1.814551], [0.733675, 0.437150, 4.066589], [-0.349665, 1.165140, 4.551511], [-0.448899, 1.470384, 5.899753], [0.546160, 1.066613, 6.779219], [1.632987, 0.347750, 6.299464], [1.723939, 0.028559, 4.953883], [0.892015, -2.599705, -1.726228], [0.384988, -1.415884, -1.687303], [-0.860069, -1.213373, -3.572983], [-1.721183, -2.717497, -3.230941], [-1.467859, -2.205232, -4.920282], [1.447973, -5.108384, -3.968896], [2.696649, -6.072800, -2.043632], [2.688245, -4.860765, 0.121483], [1.880387, -3.221337, 1.531172], [-1.117694, 1.476856, 3.855729], [-1.304478, 2.024531, 6.267274], [0.472033, 1.305645, 7.833587], [2.409627, 0.032982, 6.986657], [2.566403, -0.528966, 4.567965], [-6.636948, -0.606282, -2.397131], [-5.179367, -0.754903, -1.472242], [-5.088523, -1.688056, -0.457546], [-6.429277, -2.727488, -0.104153], [-3.902716, -1.791900, 0.281393], [-3.782608, -2.935165, 1.579248], [-2.778369, -1.002661, 0.017951], [-1.676622, -1.081658, 0.696174], [-2.862450, -0.060570, -1.079376], [-1.808305, 0.656301, -1.381545], [-4.069688, 0.052732, -1.761385], [-4.156770, 1.216876, -3.046888], [0.736626, 1.232241, -3.152681], [1.808183, 1.339832, -2.296043], [1.593329, 1.288039, -1.054483], [3.078146, 1.627004, -2.853249], [3.293330, 1.639213, -4.242099], [3.472285, 1.650425, -5.386028], [4.182151, 1.918495, -2.025017], [5.095524, 2.203947, -1.376517], [-0.112349, 0.856465, -2.738314], [0.928809, 0.951034, -4.100904]],
  "forces_ev_per_angstrom": [[-0.3, 0.2, -0.7], [0.0, 0.1, 0.0], [0.0, 0.0, 0.0], [0.0, 0.1, 0.0], [-0.1, 0.5, 0.0], [-0.1, 0.1, 0.0], [0.0, 0.0, -0.1], [0.0, 0.0, 0.0], [0.0, 0.0, 0.0], [0.0, -0.1, 0.0], [0.0, -0.2, 0.0], [0.1, -0.1, 0.0], [0.0, -0.1, 0.0], [-0.2, 0.1, -0.1], [0.2, 0.2, 0.2], [-0.1, -0.1, -0.2], [0.0, 0.1, 0.1], [0.0, -0.1, -0.1], [0.1, 0.0, 0.1], [-0.2, 0.0, -0.3], [0.1, 0.2, 0.1], [0.3, -0.6, 0.8], [0.1, -0.2, 0.4], [0.2, -0.5, 0.0], [0.4, 0.3, 1.7], [-0.1, 0.2, 0.1], [0.0, 0.0, -0.1], [0.0, 0.0, 0.1], [0.0, 0.0, 0.0], [0.0, 0.0, 0.1], [0.1, 0.0, -0.1], [0.2, -0.2, 0.1], [0.3, -0.6, -0.4], [0.0, -0.1, 0.0], [0.0, 0.0, 0.0], [0.0, -0.1, 0.0], [0.0, 0.0, 0.0], [0.0, 0.0, 0.1], [0.0, 0.0, 0.0], [0.1, 0.1, 0.0], [0.0, 0.0, 0.0], [0.0, 0.0, 0.0], [0.0, 0.0, 0.0], [0.0, 0.0, 0.0], [0.0, 0.0, 0.0], [-0.1, 0.0, -0.1], [0.1, -0.1, 0.1], [0.0, 0.2, -0.1], [-0.1, 0.0, 0.0], [0.1, 0.0, 0.0], [0.0, 0.0, 0.1], [-0.4, 0.0, -0.2], [-0.8, -0.5, 0.3], [-0.2, -0.1, -0.1], [-1.2, 0.1, -0.6], [0.0, -0.1, -0.1], [0.0, 0.1, 0.0], [0.2, -0.1, 0.3], [-0.2, 0.4, -0.3], [1.4, 0.8, -1.1], [0.1, -0.2, 0.2], [0.0, 0.0, -0.3], [-0.1, 0.0, 0.0], [0.1, 0.1, 0.2], [0.0, -0.1, 0.0], [0.0, 0.1, -0.4], [0.0, 0.0, 0.0]],
  "lowdin_spin": [6.820, 0.000, 0.000, 0.000, 0.000, 0.000, 0.000, 0.000, 0.000, 0.000, 0.000, 0.000, 0.000, 0.000, 0.000, 0.002, 0.000, 0.001, 0.000, 0.002, 0.004, 0.018, 0.011, 0.003, 0.024, 0.002, 0.000, 0.000, 0.000, 0.000, 0.001, 0.003, 0.013, 0.000, 0.000, 0.000, 0.000, 0.000, 0.000, 0.001, 0.000, 0.000, 0.000, 0.000, 0.000, 0.000, 0.000, 0.000, 0.000, 0.003, 0.000, 0.007, 0.057, 0.005, 0.022, 0.002, 0.000, 0.001, 0.001, 0.000, 0.001, 0.000, 0.000, 0.000, 0.000, -0.001, 0.000],
  "multiplicity": 8,
  "max_force_ev_per_a": 2.0,
  "e_lumo_ev": [4.1, 2.9],
  "total_energy_ha": -4525.21029,
  "homo_ev": [-2.57, -2.56],
  "charge": -2
}